DFT (ωB97M-V/def2-TZVPD) results for an isolated molecule of C4H9N3 in a non-equilibrium geometry.

The spin multiplicity is 1. For the HOMO energy, the calculation gives -9.65 eV. The net charge is 0. Its structure (SMILES) is CN[C@@](C)(N)C#N.

Bonds (Å) are listed after each position.
CARTESIAN COORDINATES (ANGSTROEM)
1 N 2.92 -0.59 -0.78  C5 1.154
2 N 0.68 0.60 1.62  C6 1.498, H11 0.987, H14 1.031
3 N -0.54 -0.62 -0.29  C6 1.478, C7 1.487, H9 1.092
4 C 0.58 1.47 -0.67  C6 1.526, H8 1.095, H13 1.037, H15 1.129
5 C 1.88 -0.29 -0.36  N1 1.154, C6 1.469
6 C 0.60 0.20 0.18  N2 1.498, N3 1.478, C4 1.526, C5 1.469
7 C -0.55 -2.08 -0.03  N3 1.487, H10 1.122, H12 1.114, H16 1.158
8 H 0.58 1.05 -1.68  C4 1.095
9 H -1.43 -0.15 0.12  N3 1.092
10 H 0.47 -2.31 0.35  C7 1.122
11 H 1.63 0.83 1.72  N2 0.987
12 H -1.34 -2.34 0.72  C7 1.114
13 H 1.26 2.24 -0.55  C4 1.037
14 H 0.28 0.04 2.39  N2 1.031
15 H -0.43 1.95 -0.50  C4 1.129
16 H -0.65 -2.68 -1.02  C7 1.158

=====

DFT (ωB97M-V/def2-TZVPD) results for a cluster of 2 separate species, C4H9N3 in total in a non-equilibrium geometry.

The spin multiplicity is 1. For the HOMO energy (alpha / beta), the calculation gives -9.11 / -9.10 eV. The net charge is 0.

Bonds (Å) are listed after each position.
CARTESIAN COORDINATES (ANGSTROEM)
1 N 1.28 1.29 -0.14  C6 1.362, H11 1.008, H16 1.015
2 N 1.51 0.70 2.08  C6 1.281, H14 1.017
3 N 0.31 -1.06 -1.34  H12 1.029, H13 1.018
4 C -1.70 0.45 -0.82  C7 1.362, H9 1.082, H15 1.076
5 C -0.07 -0.55 0.71  C6 1.498, C7 1.416, H8 1.090
6 C 0.97 0.51 0.93  N1 1.362, N2 1.281, C5 1.498
7 C -1.39 -0.23 0.32  C4 1.362, C5 1.416, H10 1.088
8 H 0.02 -1.37 1.42  C5 1.090
9 H -2.71 0.44 -1.21  C4 1.082
10 H -2.18 -0.78 0.83  C7 1.088
11 H 2.08 1.89 -0.02  N1 1.008
12 H 1.06 -1.54 -1.84  N3 1.029
13 H -0.45 -1.74 -1.33  N3 1.018
14 H 1.13 0.08 2.79  N2 1.017
15 H -1.01 1.10 -1.33  C4 1.076
16 H 1.14 0.82 -1.03  N1 1.015

=====

Values of E_tot, in order: -8762.5273, -8760.8379, all in eV.
Values of ΔE to the lowest compared entry with this formula, charge and spin, in order: 1.998, 3.687, all in eV.